No. 1
Here is C28H32N4O6PRuS as an isolated structure from the OMol25 dataset. Energies are from ωB97M-V/def2-TZVPD.

The spin multiplicity is 5. As for the strongest force on any atom: 0.0904 hartree/bohr. For the gap between HOMO and LUMO (alpha / beta), the calculation gives 7.37 / 4.25 eV. As for the energy relative to the best compared isomer or geometry (same formula, charge and spin): 7.34 kcal/mol. Its expectation value of S² is 6.029. The total energy is -2590.69897 a.u. As for the net charge: +1. The calculation puts the HOMO energy (alpha / beta) at -0.4025 / -0.4025 hartree.

Last column: Löwdin spin population.
Positions of all 73 atoms, in Å:
Ru 1.151 1.519 0.110  2.52
N -0.221 2.438 -1.214  0.15
C 0.037 3.935 -1.357  0.02
C 0.731 4.471 -0.029  0.03
O 0.508 5.629 0.269  0.18
N 1.376 3.494 0.742  0.51
C 1.396 3.636 2.234  0.05
C 0.608 2.338 2.831  0.03
O 0.337 2.156 4.017  0.06
O 0.385 1.426 1.916  0.14
H -1.159 2.362 -0.751  0.01
H -0.375 1.955 -2.101  0.01
H 0.641 4.117 -2.234  0.00
H -0.898 4.502 -1.472  0.00
H 2.464 3.643 2.569  0.02
H 0.813 4.496 2.596  0.00
O 2.383 1.828 -1.510  0.10
S 3.906 1.492 -1.383  0.01
O 4.570 2.179 -2.474  0.00
O 4.331 1.725 -0.015  0.03
C 3.958 -0.223 -1.669  0.00
C 5.036 -0.698 -2.459  0.00
C 5.289 -2.051 -2.475  0.00
C 4.566 -2.903 -1.668  0.00
C 3.469 -2.461 -0.920  0.00
C 3.140 -1.098 -0.933  0.01
P 1.588 -0.597 -0.164  0.05
C 1.655 -1.340 1.461  0.01
C 2.887 -1.291 2.149  0.00
C 2.948 -1.817 3.427  0.00
C 1.838 -2.396 4.042  0.00
C 0.601 -2.391 3.402  0.00
C 0.525 -1.870 2.094  0.00
C 0.344 -1.527 -1.149  0.01
C -0.093 -2.799 -0.773  0.00
C -1.062 -3.468 -1.566  0.00
C -1.621 -2.891 -2.671  0.00
C -1.143 -1.648 -3.082  0.00
C -0.107 -1.005 -2.389  0.00
H 5.610 0.054 -2.992  0.00
H 6.069 -2.441 -3.141  0.00
H 4.846 -3.973 -1.640  0.00
H 2.869 -3.191 -0.394  0.00
H 3.768 -0.892 1.673  0.00
H 3.882 -1.821 3.987  0.00
H 1.928 -2.820 5.043  0.00
H -0.257 -2.849 3.922  0.00
H -0.413 -1.917 1.577  0.00
H 0.390 -3.360 0.006  0.00
H -1.370 -4.502 -1.267  0.00
H -2.430 -3.367 -3.259  0.00
H -1.581 -1.223 -4.018  0.00
H 0.309 -0.138 -2.850  0.00
C -4.169 1.888 0.694  0.00
C -5.351 0.918 1.052  0.00
N -5.018 -0.521 0.687  0.00
C -4.758 -0.513 -0.847  0.00
C -3.727 0.581 -1.251  0.00
N -3.035 1.321 -0.081  0.00
C -2.559 0.201 0.830  0.00
C -3.657 -0.785 1.316  0.00
H -3.774 2.301 1.650  0.00
H -4.588 2.759 0.107  0.00
H -6.317 1.241 0.579  0.00
H -5.481 0.901 2.125  0.00
H -5.684 -0.381 -1.441  0.00
H -4.350 -1.455 -1.191  0.00
H -4.241 1.313 -1.877  0.00
H -2.965 0.169 -1.946  0.00
H -2.054 0.577 1.745  0.00
H -1.736 -0.373 0.304  0.00
H -3.697 -0.784 2.431  0.00
H -3.267 -1.783 1.066  0.00

=====

No. 2
Here is C5H4Cl4N2 as an isolated structure from the OMol25 dataset. Energies are from ωB97M-V/def2-TZVPD.

As for the strongest force on any atom: 0.0976 hartree/bohr. For the gap between HOMO and LUMO, the calculation gives 9.22 eV. As for the energy relative to the best compared isomer or geometry (same formula, charge and spin): 0.00 kcal/mol. The total energy is -2143.12215 a.u. The calculation puts the HOMO energy at -0.3721 hartree.

Last column: Mulliken charge in e.
Positions of all 15 atoms, in Å:
C -2.322 0.609 0.031  -0.73
C -1.730 0.533 1.308  -0.05
C -1.417 0.026 -0.806  -0.08
C 0.908 -0.768 -0.476  -1.05
C 2.097 0.154 -0.158  0.69
N -0.543 -0.057 1.253  -0.77
N -0.338 -0.409 0.000  0.69
Cl 1.412 -2.785 0.329  -0.25
Cl 1.486 1.712 -0.787  -0.11
Cl 2.553 0.283 1.554  -0.06
Cl 3.458 -0.425 -1.071  -0.10
H -2.941 1.393 -0.139  0.37
H -2.241 0.962 2.233  0.34
H -1.316 -0.236 -1.819  0.39
H 0.935 -0.992 -1.451  0.73

=====

No. 3
Here is C6H16P2 as an isolated structure from the OMol25 dataset. Energies are from ωB97M-V/def2-TZVPD.

The spin multiplicity is 3. As for the strongest force on any atom: 0.1003 hartree/bohr. For the gap between HOMO and LUMO (alpha / beta), the calculation gives 8.09 / 8.32 eV. As for the energy relative to the best compared isomer or geometry (same formula, charge and spin): 0.00 kcal/mol. Its expectation value of S² is 2.009. The total energy is -920.66803 a.u. The calculation puts the HOMO energy (alpha / beta) at -0.2675 / -0.3334 hartree.

Last column: Löwdin spin population.
Positions of all 24 atoms, in Å:
C 0.143 0.971 1.762  0.00
C -1.960 -0.365 1.187  0.03
C 0.326 -1.399 1.015  0.01
C 2.432 -0.219 -1.357  0.82
C -0.427 -0.146 0.836  0.05
C -0.315 0.271 -0.681  0.61
P -1.441 -0.533 -1.912  0.09
P -0.499 1.999 -1.239  0.14
H 1.045 1.249 1.304  0.00
H -0.499 1.791 1.537  0.00
H 0.093 0.761 2.819  0.00
H -2.290 -1.057 0.400  0.00
H -2.557 0.449 1.293  0.00
H -2.025 -0.964 2.024  0.00
H 1.334 -1.417 0.755  0.00
H -0.239 -2.255 0.642  0.00
H 0.173 -1.526 2.186  0.00
H 2.924 0.441 -2.073  0.05
H 2.473 0.063 -0.302  0.05
H 1.920 -1.108 -1.671  0.05
H -0.823 -1.905 -1.999  0.02
H -0.665 0.106 -2.980  0.01
H 0.788 2.821 -1.010  0.03
H 0.088 1.971 -2.536  0.01

=====

No. 4
Here is a 3-piece molecular cluster, C3H5N3 overall from the OMol25 dataset. Energies are from ωB97M-V/def2-TZVPD.

As for the strongest force on any atom: 0.0679 hartree/bohr. For the gap between HOMO and LUMO, the calculation gives 8.87 eV. As for the energy relative to the best compared isomer or geometry (same formula, charge and spin): 151.99 kcal/mol. The total energy is -281.34784 a.u. The calculation puts the HOMO energy at -0.3536 hartree.

Last column: Mulliken charge in e.
Positions of all 11 atoms, in Å:
N -1.547 -0.204 -0.041  -0.53
C -0.482 0.185 -0.701  0.05
C 0.639 -0.696 -0.763  -0.25
N 1.502 -0.250 0.126  -0.24
N 1.245 1.186 0.347  -0.45
C 0.120 1.438 -0.202  0.14
H -0.480 -0.528 1.308  0.11
H -1.770 -1.193 -0.203  0.28
H 0.560 -1.765 -0.929  0.35
H 0.571 -0.580 1.206  0.13
H -0.358 2.407 -0.148  0.42